This record from the OMol25 dataset describes a cluster of 6 separate species, C26H76Cl4N12O4P4 in total in a non-equilibrium geometry. The level of theory is ωB97M-V with the def2-TZVPD basis set.

Geometry as XYZ:
```
126
Properties=species:S:1:pos:R:3
O -2.263 1.618 -1.898
P -2.274 1.728 -3.359
N -2.415 3.369 -3.976
C -3.304 4.376 -3.257
C -2.092 3.688 -5.332
N -3.674 1.005 -4.101
C -3.689 0.748 -5.529
C -4.508 0.154 -3.304
N -0.799 1.140 -4.130
C 0.394 1.946 -3.852
C -0.616 -0.299 -4.175
H -4.345 4.453 -3.571
H -2.919 5.392 -3.340
H -3.181 4.157 -2.196
H -3.027 3.775 -5.885
H -1.492 2.892 -5.773
H -1.587 4.649 -5.428
H -3.104 -0.149 -5.734
H -4.730 0.556 -5.792
H -3.234 1.539 -6.124
H -5.556 0.286 -3.572
H -4.233 -0.877 -3.524
H -4.589 0.386 -2.242
H 0.494 2.141 -2.784
H 1.292 1.407 -4.153
H 0.392 2.904 -4.371
H -0.206 -0.659 -3.231
H 0.114 -0.494 -4.961
H -1.562 -0.747 -4.479
O 1.601 2.987 1.976
P 1.802 3.944 0.855
N 0.510 4.894 0.389
C 0.110 6.059 1.238
C -0.574 4.324 -0.433
N 2.232 3.156 -0.543
C 2.995 1.896 -0.490
C 2.632 3.916 -1.797
N 3.113 4.958 1.136
C 4.340 4.526 1.884
C 3.470 6.127 0.350
H -0.319 5.782 2.201
H -0.453 6.860 0.757
H 1.016 6.557 1.585
H -0.356 3.279 -0.652
H -0.667 4.789 -1.415
H -1.543 4.390 0.060
H 3.225 1.551 -1.498
H 3.945 2.050 0.024
H 2.445 1.171 0.110
H 2.036 4.822 -1.909
H 3.682 4.203 -1.749
H 2.625 3.306 -2.701
H 4.192 3.717 2.599
H 5.159 4.198 1.245
H 4.676 5.331 2.537
H 2.580 6.537 -0.127
H 4.269 5.823 -0.325
H 3.824 6.869 1.067
O -4.903 -2.452 6.708
P -3.664 -2.955 6.095
N -2.740 -1.732 5.327
C -2.680 -1.736 3.837
C -2.533 -0.429 5.918
N -3.848 -4.185 4.890
C -5.212 -4.730 4.543
C -2.744 -4.944 4.313
N -2.671 -3.687 7.271
C -1.203 -3.695 7.221
C -3.206 -4.854 7.994
H -1.895 -1.039 3.543
H -3.587 -1.388 3.342
H -2.409 -2.674 3.352
H -2.453 -0.553 6.998
H -3.343 0.264 5.694
H -1.647 0.093 5.557
H -5.788 -3.922 4.091
H -5.149 -5.535 3.811
H -5.702 -5.173 5.410
H -2.699 -4.827 3.230
H -1.798 -4.475 4.583
H -2.774 -5.993 4.606
H -0.822 -4.464 6.549
H -0.816 -2.733 6.886
H -0.860 -4.002 8.209
H -3.701 -5.529 7.296
H -3.961 -4.465 8.678
H -2.493 -5.440 8.575
O 1.847 -0.818 -1.953
P 2.624 -2.059 -2.300
N 1.611 -3.360 -2.877
C 0.612 -3.974 -2.028
C 1.288 -3.398 -4.322
N 3.476 -2.672 -0.966
C 3.855 -4.093 -0.791
C 3.563 -1.884 0.317
N 3.887 -1.911 -3.414
C 4.339 -0.616 -3.887
C 4.678 -3.066 -3.785
H 0.125 -4.815 -2.522
H -0.110 -3.297 -1.571
H 1.070 -4.380 -1.126
H 0.406 -2.830 -4.619
H 1.157 -4.466 -4.499
H 2.102 -3.032 -4.948
H 4.896 -4.129 -0.469
H 3.248 -4.589 -0.032
H 3.808 -4.578 -1.766
H 2.687 -1.249 0.451
H 3.642 -2.471 1.233
H 4.347 -1.133 0.219
H 4.422 -0.630 -4.974
H 3.758 0.229 -3.518
H 5.351 -0.495 -3.500
H 4.071 -3.955 -3.952
H 5.360 -3.255 -2.956
H 5.125 -2.939 -4.771
C 1.798 0.037 3.301
Cl 0.870 -1.053 4.340
Cl 3.483 -0.228 3.466
H 1.478 -0.178 2.281
H 1.581 1.055 3.625
C -1.051 -0.298 0.148
Cl -0.373 -1.808 0.802
Cl -1.547 0.777 1.463
H -0.235 0.250 -0.325
H -1.806 -0.542 -0.599
```

Properties
- maximum force (hartree/bohr) = 0.063
- electronic energy (a.u.) = -5200.58030
- HOMO-LUMO gap (eV) = 8.42
- structure (SMILES) = CN(C)P(=O)(N(C)C)N(C)C.CN(C)P(=O)(N(C)C)N(C)C.CN(C)P(=O)(N(C)C)N(C)C.CN(C)P(=O)(N(C)C)N(C)C.ClCCl.ClCCl
- HOMO (eV) = -7.961

=====

This record from the OMol25 dataset describes a cluster of 12 separate species, C26H77NO12 in total in a non-equilibrium geometry. The level of theory is ωB97M-V with the def2-TZVPD basis set.

Geometry as XYZ:
```
116
Properties=species:S:1:pos:R:3
C 4.586 -1.545 1.034
C 3.770 -0.979 -0.064
O 4.621 -0.319 -1.001
H 5.395 -2.165 0.647
H 3.997 -2.221 1.654
H 5.041 -0.738 1.608
H 3.036 -0.284 0.343
H 3.186 -1.774 -0.529
H 4.208 0.482 -1.332
C -4.272 -2.326 -1.534
C -5.258 -1.164 -1.618
O -6.480 -1.713 -1.200
H -4.418 -3.116 -2.271
H -4.074 -2.775 -0.561
H -3.298 -1.925 -1.815
H -5.246 -0.755 -2.628
H -4.909 -0.391 -0.933
H -7.132 -1.067 -1.480
C -0.880 -0.540 5.075
C -0.297 0.849 4.648
O -0.903 1.240 3.458
H -1.942 -0.464 5.306
H -0.428 -0.951 5.978
H -0.790 -1.332 4.331
H 0.787 0.808 4.543
H -0.478 1.601 5.416
H -0.514 0.751 2.729
C 3.164 2.133 1.777
C 2.791 3.347 2.698
O 2.653 4.534 1.940
H 4.198 2.065 1.437
H 2.607 2.116 0.840
H 2.893 1.199 2.270
H 3.587 3.589 3.403
H 1.867 3.204 3.258
H 2.407 5.227 2.558
C -0.581 5.958 0.496
C -0.462 4.486 0.374
O 0.674 3.980 -0.228
H -0.555 6.461 -0.471
H 0.267 6.318 1.079
H -1.456 6.225 1.088
H -1.279 4.230 -0.301
H -0.659 3.972 1.315
H 1.411 4.084 0.379
C -0.704 5.826 -3.635
C -0.010 4.509 -4.006
O -0.476 3.548 -3.145
H -0.685 6.105 -2.582
H -1.751 5.761 -3.932
H -0.216 6.632 -4.183
H 1.030 4.689 -3.732
H -0.047 4.198 -5.050
H 0.053 3.570 -2.345
C -4.974 -1.304 2.310
C -3.678 -0.539 2.180
O -3.588 0.406 3.237
H -5.033 -2.217 1.718
H -5.848 -0.744 1.977
H -5.176 -1.485 3.365
H -3.549 -0.044 1.218
H -2.840 -1.231 2.261
H -2.667 0.617 3.407
C -0.406 0.993 -0.013
C -0.383 -0.512 0.234
O -0.098 -0.729 1.567
H -0.625 1.215 -1.057
H 0.525 1.493 0.252
H -1.191 1.405 0.622
H 0.335 -0.937 -0.467
H -1.320 -0.967 -0.085
H 0.017 -1.665 1.747
C -3.471 2.008 -2.337
C -2.971 0.934 -3.349
O -2.524 1.781 -4.426
H -4.234 2.608 -2.833
H -2.674 2.716 -2.111
H -3.884 1.654 -1.392
H -3.726 0.209 -3.655
H -2.125 0.313 -3.056
H -1.748 2.221 -4.072
C 2.187 1.186 -3.113
C 2.840 2.502 -2.733
O 3.805 2.150 -1.764
H 3.000 0.532 -3.429
H 1.422 1.319 -3.878
H 1.787 0.596 -2.288
H 2.124 3.221 -2.334
H 3.277 2.936 -3.632
H 4.019 2.955 -1.288
C 1.759 -4.266 3.380
C 0.304 -4.020 2.858
O 0.166 -3.453 1.584
H 2.287 -5.002 2.773
H 1.794 -4.690 4.383
H 2.372 -3.377 3.228
H -0.121 -3.340 3.597
H -0.178 -4.978 3.053
H 0.409 -4.179 1.006
C -0.589 -4.590 -1.497
C 0.653 -5.411 -1.174
C 1.904 -4.510 -1.313
O 3.060 -5.318 -1.197
C 4.300 -4.638 -1.472
N 0.535 -5.806 0.229
H -0.454 -4.112 -2.467
H -0.772 -3.743 -0.835
H -1.470 -5.225 -1.586
H 0.786 -6.285 -1.811
H 1.853 -3.687 -0.600
H 1.939 -3.994 -2.272
H 5.151 -5.311 -1.376
H 4.408 -3.892 -0.684
H 4.267 -4.065 -2.399
H -0.283 -6.379 0.383
H 1.282 -6.479 0.320
```

Properties
- maximum force (hartree/bohr) = 0.054
- electronic energy (a.u.) = -1994.29463
- HOMO-LUMO gap (eV) = 9.83
- structure (SMILES) = COC[C@H](C)N.CCO.CCO.CCO.CCO.CCO.CCO.CCO.CCO.CCO.CCO.CCO
- HOMO (eV) = -9.387

=====

Q: maximum force of number 2 (C26H77NO12)?
A: 0.054 hartree/bohr

=====

Q: Which of these has the lowest electronic energy?
A: C26H76Cl4N12O4P4